25
Properties=species:S:1:pos:R:3:mulliken_charge:R:1 method="wB97M-V/def2-TZVPD" homo_lumo_gap_ev=6.9123 charge=+1
H -1.395 -2.556 -0.883 0.2679
N -1.305 -2.150 0.080 -0.7314
C -1.416 -0.946 0.324 0.4385
C -1.717 -0.439 1.744 -1.1246
C -1.511 0.159 -0.737 0.7402
C -0.598 -0.112 -1.926 -1.4369
C -1.031 1.428 -0.127 -0.2659
N -1.827 2.372 0.014 -0.5324
H -1.394 3.254 0.330 0.2380
N 0.279 1.415 0.402 -0.1249
N 1.041 0.341 0.257 0.6627
N 2.278 0.511 0.546 -0.4846
C 3.285 -0.534 0.273 -0.6863
H -2.679 0.179 1.733 0.2944
H -0.840 0.093 2.058 0.3281
H -1.665 -1.363 2.382 0.4200
H -2.500 0.201 -1.100 0.4824
H -1.242 -0.737 -2.744 0.3591
H 0.247 -0.845 -1.769 0.2820
H -0.256 0.830 -2.258 0.4300
H 0.625 2.262 0.904 0.2842
H 2.593 1.443 0.758 0.2259
H 3.679 -0.313 -0.760 0.3331
H 3.940 -0.582 1.163 0.2992
H 2.652 -1.510 0.056 0.3013